(1)
Below is a molecular structure, C42H35AsBrNNiP2S4Si in a non-equilibrium geometry, with properties calculated with ωB97M-V with the def2-TZVPD basis set.

## Properties
multiplicity	1
ΔE to the lowest compared entry with this formula, charge and spin	0.0	kcal/mol
HOMO level	-0.03938	Eh
total charge	-2

```
88
Properties=species:S:1:pos:R:3:forces:R:3
Ni -0.576964 0.738089 -0.074474 -0.225 1.511 -0.140
C 2.242338 3.148165 -0.645718 -0.074 0.082 -0.041
Si 1.464339 1.570537 0.040914 0.105 -0.447 -0.042
C 2.111823 1.494410 1.824612 0.075 0.050 0.023
C 3.385268 1.913035 2.226854 -0.049 -0.015 -0.024
C 3.784889 1.818630 3.550763 -0.016 -0.018 0.016
C 2.910400 1.302180 4.502768 0.019 0.003 -0.025
C 1.645503 0.886891 4.121582 -0.067 0.068 -0.006
C 1.241627 0.994828 2.790577 -0.091 0.053 0.048
P -0.329565 0.299190 2.128252 0.189 -0.400 -0.045
C 0.023554 -1.455434 2.701254 0.015 0.072 -0.009
C 1.342113 -1.923392 2.667832 0.057 0.031 -0.099
C 1.661815 -3.229924 3.002196 -0.038 -0.038 -0.039
C 0.661967 -4.124289 3.360928 0.003 -0.013 -0.014
C -0.653609 -3.686924 3.377325 -0.018 0.041 -0.009
C -0.965861 -2.370198 3.056344 -0.041 -0.046 -0.016
C -1.643299 0.786669 3.304096 0.087 -0.033 -0.003
C -2.901026 0.207961 3.150780 -0.044 -0.046 -0.070
C -3.914073 0.464258 4.061022 0.016 0.017 -0.011
C -3.696849 1.337379 5.113726 0.015 0.035 -0.015
C -2.476497 1.988332 5.221343 -0.018 -0.008 -0.012
C -1.458512 1.720240 4.319683 -0.001 -0.021 -0.007
C 2.450000 0.257215 -1.028925 -0.026 0.010 -0.041
C 3.758234 -0.209355 -0.882579 -0.082 0.023 0.041
C 4.322806 -1.080971 -1.805965 -0.016 -0.027 -0.054
C 3.604493 -1.461317 -2.933957 0.032 0.019 0.034
C 2.311291 -0.988979 -3.119820 -0.065 0.011 0.100
C 1.723054 -0.170375 -2.157402 -0.002 0.074 0.009
P 0.022299 0.558482 -2.168863 0.122 -0.475 0.322
C 0.249291 2.023450 -3.238656 -0.040 -0.027 -0.011
C -0.676379 3.052610 -3.105737 0.022 0.056 0.144
C -0.555809 4.205818 -3.869392 0.003 0.022 0.037
C 0.491914 4.338820 -4.766900 0.021 -0.010 -0.008
C 1.429618 3.317948 -4.894277 -0.017 0.017 0.025
C 1.312878 2.166562 -4.130682 -0.070 -0.008 -0.035
C -1.033548 -0.501679 -3.241354 0.099 -0.022 0.022
C -2.148085 0.080939 -3.842833 -0.069 0.069 0.019
C -3.047366 -0.688208 -4.567459 0.009 -0.002 0.021
C -2.854180 -2.055845 -4.699473 0.010 -0.002 0.017
C -1.757502 -2.651070 -4.091385 -0.003 0.031 0.006
C -0.861978 -1.880423 -3.362770 0.130 0.014 -0.127
H 3.317098 2.991651 -0.785574 0.041 0.018 -0.006
H 1.808085 3.429582 -1.604861 0.015 0.014 -0.014
H 2.074549 3.974177 0.046905 0.016 -0.011 -0.012
H 4.069021 2.326532 1.492613 0.006 0.001 -0.007
H 4.775884 2.145743 3.845996 0.001 0.006 0.001
H 3.218210 1.220787 5.538923 0.002 -0.004 0.002
H 0.973038 0.463146 4.857910 -0.017 -0.009 0.006
H 2.139968 -1.250500 2.373106 -0.019 -0.049 0.014
H 2.697274 -3.550334 2.972444 -0.002 0.003 0.002
H 0.903748 -5.149307 3.616616 -0.001 -0.001 0.000
H -1.450502 -4.371338 3.645047 -0.002 -0.004 -0.003
H -2.000526 -2.058621 3.092911 0.004 0.004 0.007
H -3.109715 -0.389304 2.270495 0.019 0.003 0.021
H -4.892890 0.027912 3.907193 -0.003 -0.009 0.000
H -4.498946 1.566061 5.805710 0.006 -0.005 0.005
H -2.325016 2.736964 5.989879 0.001 -0.004 -0.001
H -0.533306 2.274122 4.383825 0.055 -0.005 0.005
H 4.341469 0.099599 -0.019605 0.007 0.010 -0.002
H 5.329463 -1.456817 -1.656431 0.002 -0.001 0.006
H 4.052796 -2.119871 -3.669127 -0.006 -0.010 -0.001
H 1.763492 -1.266778 -4.011473 -0.059 -0.031 -0.038
H -1.483697 3.002077 -2.378024 0.000 -0.011 -0.039
H -1.277880 4.997694 -3.710028 -0.014 -0.012 -0.026
H 0.594082 5.243597 -5.355604 0.008 0.004 0.003
H 2.265807 3.426992 -5.575562 -0.004 0.001 -0.014
H 2.065712 1.392890 -4.215359 -0.014 -0.017 0.003
H -2.333973 1.141106 -3.721651 -0.011 -0.028 0.004
H -3.912126 -0.213070 -5.013432 -0.004 0.005 0.003
H -3.561044 -2.656592 -5.259618 -0.002 -0.002 -0.004
H -1.602687 -3.720967 -4.168268 0.006 -0.010 -0.002
H -0.024880 -2.367902 -2.880102 -0.005 0.033 -0.049
S -3.937149 3.419843 2.100698 0.129 -0.007 -0.129
As -2.797917 3.078406 0.339702 -0.471 0.061 0.022
S -2.890421 0.958115 -0.332458 0.114 -0.237 -0.077
S -0.623863 3.173585 0.777112 0.102 0.185 0.127
S -3.375925 4.371354 -1.267935 0.169 -0.107 0.044
Br -1.684740 -6.487146 -0.128183 -0.014 -0.075 -0.002
C -1.329813 -4.625174 -0.252305 -0.010 0.042 0.023
C -2.378780 -3.732474 -0.342935 0.009 0.035 0.017
C -2.059286 -2.381162 -0.410495 -0.001 0.035 0.081
N -0.810644 -1.927572 -0.390475 -0.076 -0.408 -0.047
C 0.177200 -2.806783 -0.304567 -0.002 -0.095 0.104
C -0.023614 -4.180227 -0.231199 0.069 0.061 0.030
H -3.407504 -4.062806 -0.355724 -0.004 0.001 -0.013
H -2.834208 -1.621604 -0.474236 -0.009 -0.015 -0.015
H 1.183800 -2.398026 -0.292208 0.008 0.004 -0.011
H 0.809981 -4.861826 -0.143840 0.002 -0.014 0.003
```
Positions in Å, forces in eV/Å.

(2)
Below is a molecular structure, C42H35BrN8NaO4Sb in a non-equilibrium geometry, with properties calculated with ωB97M-V with the def2-TZVPD basis set.

## Properties
multiplicity	1
HOMO level	-0.31711	Eh

```
92
Properties=species:S:1:pos:R:3:forces:R:3
Na 0.680176 0.736297 -0.707840 -0.317 -0.413 -0.942
C 0.252295 4.334242 -0.516552 -0.014 0.025 0.045
C -0.269901 3.838054 -1.830144 0.019 0.000 0.162
C -1.251697 4.555337 -2.513940 -0.037 0.034 0.044
C -1.657596 4.126942 -3.757872 -0.031 0.003 -0.050
C -1.048690 3.005916 -4.306107 0.005 -0.003 -0.047
C -0.101000 2.325856 -3.554135 0.038 -0.051 -0.063
N 0.259732 2.718202 -2.326831 -0.089 0.010 -0.063
Sb 0.898939 0.665793 -4.511094 -0.059 0.059 -0.004
C 2.686855 0.552454 -3.325341 0.022 -0.011 -0.059
C 3.806111 0.156658 -4.043625 0.030 0.020 0.028
C 5.039995 0.142311 -3.405113 -0.039 -0.005 -0.046
C 5.102542 0.561403 -2.096382 0.055 -0.020 0.032
C 3.932885 0.943695 -1.439714 -0.001 -0.040 0.199
C 3.986862 1.421314 -0.020392 0.040 0.040 0.095
N 2.744188 0.911172 -2.036800 -0.065 0.040 -0.290
C -0.265284 -0.915201 -3.629532 -0.054 0.097 0.031
C -1.362969 -1.367165 -4.351687 -0.002 0.012 -0.005
C -2.098552 -2.426736 -3.845680 -0.021 -0.021 -0.056
C -1.657895 -3.039159 -2.690910 0.002 -0.001 0.020
C -0.516111 -2.557891 -2.053283 -0.014 -0.081 0.104
C 0.078312 -3.302317 -0.899929 -0.039 0.038 0.104
N 0.130774 -1.471212 -2.483049 0.074 -0.001 -0.135
H 0.673423 5.332744 -0.641676 0.036 0.024 -0.005
H -0.544246 4.406142 0.224333 0.001 0.033 -0.019
H 1.026311 3.672269 -0.134432 -0.013 -0.008 -0.003
H -1.675413 5.443122 -2.063412 0.011 0.024 0.012
H -2.415118 4.670701 -4.308094 -0.008 0.003 -0.017
H -1.299060 2.674693 -5.306457 0.010 -0.017 -0.013
H 3.717375 -0.126690 -5.084889 0.005 -0.006 -0.002
H 5.931345 -0.176399 -3.930052 0.010 0.003 -0.008
H 6.042974 0.585553 -1.561979 0.013 0.010 0.002
H 4.742675 0.868027 0.537709 0.024 -0.008 0.019
H 4.276456 2.474442 0.000660 -0.006 0.039 0.003
H 3.028124 1.328871 0.491101 0.054 -0.005 -0.071
H -1.636111 -0.898839 -5.289455 0.002 0.014 -0.012
H -2.979752 -2.788314 -4.361743 -0.003 0.010 -0.002
H -2.173522 -3.898812 -2.284307 -0.007 -0.024 0.010
H -0.666151 -3.920342 -0.401503 -0.038 -0.040 0.028
H 0.876043 -3.951925 -1.266062 0.031 -0.006 -0.020
H 0.515118 -2.616063 -0.182945 -0.003 0.026 0.006
O -0.699936 3.831178 4.554003 -0.039 -0.105 -0.072
C -1.868734 3.860268 3.938536 0.132 -0.102 0.054
O -2.836638 4.410793 4.409299 -0.055 0.073 0.021
C -1.966744 3.169970 2.621010 -0.098 0.171 -0.063
C -3.119601 3.191057 1.865961 0.011 -0.135 0.099
N -2.868325 2.473732 0.756138 0.177 0.021 0.034
N -1.618113 1.992493 0.723627 -0.010 0.023 0.024
C -1.054853 2.408191 1.849814 -0.098 -0.082 -0.208
C 0.404832 2.090467 2.054232 -0.194 -0.084 0.039
O 0.998747 2.663031 2.985749 0.005 -0.020 0.248
O 0.888989 1.278396 1.235695 0.509 0.127 0.786
H -0.004053 3.345833 4.002289 -0.002 0.171 -0.081
H -4.071554 3.645673 2.071161 -0.058 0.041 0.022
H -3.484779 2.274661 -0.014798 0.039 0.013 0.033
Br 0.226415 -3.898194 5.986345 0.023 -0.017 0.037
C -0.356071 -3.154256 4.344091 -0.031 0.017 -0.031
C -1.472823 -3.692403 3.727382 0.020 0.034 -0.036
C -1.931783 -3.126147 2.547805 0.003 -0.046 0.062
C -1.275905 -2.030083 1.996394 -0.012 0.100 -0.225
C -0.117836 -1.542731 2.594325 -0.168 0.010 0.005
C 0.333952 -2.089977 3.784218 -0.077 -0.005 0.022
N -1.713367 -1.402027 0.797794 0.089 -0.147 0.240
C -2.957423 -1.270437 0.627368 -0.021 0.094 -0.191
C -3.532964 -0.688493 -0.612281 0.107 -0.031 0.220
C -4.872437 -0.932354 -0.890390 -0.053 0.032 -0.048
C -5.424229 -0.407293 -2.048756 0.025 -0.018 0.022
C -4.617454 0.358611 -2.870415 -0.017 0.035 0.012
C -3.292913 0.559541 -2.496400 0.066 0.025 -0.039
N -2.747519 0.049321 -1.399784 0.003 -0.067 -0.115
H -1.980157 -4.541343 4.162476 -0.007 -0.020 0.016
H -2.792708 -3.552828 2.050269 -0.024 -0.019 -0.015
H 0.381271 -0.706515 2.123624 0.135 0.087 0.048
H 1.212097 -1.690585 4.271792 -0.004 0.005 0.018
H -3.687743 -1.589338 1.380385 0.000 0.009 -0.009
H -5.464414 -1.527254 -0.207702 -0.022 -0.014 0.014
H -6.461158 -0.589086 -2.296907 -0.022 0.004 -0.009
H -4.997303 0.802107 -3.780295 -0.008 0.006 -0.019
H -2.634648 1.161597 -3.115566 -0.033 0.000 0.026
N 2.765797 -1.500359 -0.138934 -0.089 -0.055 -0.180
C 2.994685 -1.900531 0.912142 0.211 0.040 0.329
C 3.292712 -2.338802 2.250742 -0.157 0.012 -0.168
C 3.775969 -1.416166 3.172094 0.014 0.038 0.044
C 3.995836 -1.818212 4.479734 0.012 -0.043 -0.031
C 3.732426 -3.127882 4.856917 0.027 0.012 0.001
C 3.248192 -4.043727 3.932248 0.004 0.012 -0.030
C 3.022457 -3.652122 2.624644 0.041 -0.030 0.039
H 3.945041 -0.392565 2.868638 0.001 0.040 -0.011
H 4.358803 -1.104760 5.205325 0.016 0.027 0.031
H 3.890636 -3.434062 5.881701 -0.001 -0.007 0.028
H 3.024285 -5.056153 4.236878 0.003 -0.025 0.014
H 2.620590 -4.345372 1.898524 0.003 -0.014 -0.016
```
Positions in Å, forces in eV/Å.

(3)
Below is a molecular structure, C42H35CrIN7OPS4Se in a non-equilibrium geometry, with properties calculated with ωB97M-V with the def2-TZVPD basis set.

## Properties
multiplicity	5
ΔE to the lowest compared entry with this formula, charge and spin	0.0	kcal/mol
HOMO level (spin up / spin down)	-0.24097 / -0.25532	Eh

```
93
Properties=species:S:1:pos:R:3:forces:R:3
Cr 1.403263 -0.353535 -1.112303 -1.279 -0.251 0.751
N 3.890728 3.080927 -0.707239 0.282 -0.174 -0.093
C 3.328041 1.878267 -0.841157 -1.455 -1.109 0.249
S 1.604612 1.935395 -0.782136 -0.258 0.463 -0.249
N 4.071289 0.785156 -0.933827 1.585 -0.466 0.142
N 3.401778 -0.391828 -0.965802 0.841 -0.852 0.053
C 3.975238 -1.584177 -0.956122 0.873 2.353 -0.090
C 3.127808 -2.755996 -1.054702 -1.425 -0.236 0.751
C 3.517380 -4.126629 -0.912004 0.250 1.959 -0.331
C 2.529904 -5.076221 -0.924793 -1.202 0.486 -0.290
C 1.179219 -4.672868 -1.114685 0.298 -1.665 -0.086
C 0.865830 -3.348146 -1.241263 -0.072 0.358 0.742
N 1.809702 -2.399546 -1.149006 0.410 -0.858 -0.550
H 3.277010 3.872497 -0.775439 0.246 0.099 0.022
H 4.875223 3.149654 -0.797470 0.724 0.298 -0.056
H 5.060452 -1.650562 -0.875364 -0.138 -0.105 -0.020
H 4.584146 -4.341834 -0.814592 -0.435 -0.083 0.074
H 2.772088 -6.117506 -0.794677 -0.013 -0.162 -0.004
H 0.382483 -5.441690 -1.169029 0.621 0.675 0.130
H -0.169227 -2.988138 -1.298612 0.432 -0.201 -0.123
S 0.668816 -3.458755 2.390766 -0.126 -0.756 0.043
P 1.411868 -1.684436 2.726816 -0.792 0.086 -1.152
S 0.747792 -0.287575 1.365702 -0.209 0.072 0.827
C 1.066681 -1.231601 4.457563 -0.435 0.936 0.567
C 0.025182 -0.364660 4.811640 0.363 0.131 0.415
C -0.185843 -0.017616 6.162383 0.119 -0.072 -0.659
C 0.566337 -0.591869 7.173767 0.296 -0.178 -0.207
C 1.567094 -1.516141 6.821952 -0.487 0.372 0.893
C 1.830758 -1.784019 5.494859 0.131 -0.728 -0.467
C 3.204012 -1.669639 2.578598 0.953 -0.137 -0.177
C 3.913905 -2.870821 2.632035 0.605 -0.225 0.021
C 5.319157 -2.895402 2.498305 -0.636 -0.596 0.326
C 5.989313 -1.693077 2.303584 1.396 -0.874 0.019
C 5.289242 -0.510117 2.221984 0.068 0.930 -0.179
C 3.906611 -0.485678 2.332819 0.164 -0.284 0.082
H -0.600668 0.091177 4.050307 0.159 -0.063 -0.035
H -0.918969 0.747426 6.385651 -0.129 -0.137 0.069
H 0.396075 -0.320775 8.223176 0.068 -0.176 -0.489
H 2.092209 -2.013399 7.646922 0.056 0.153 -0.601
H 2.588606 -2.524229 5.236245 -0.008 0.243 0.108
H 3.353675 -3.798674 2.756433 0.142 0.210 0.039
H 5.856931 -3.870355 2.607249 -0.468 1.050 -0.256
H 7.103168 -1.708691 2.207380 -1.082 0.134 0.098
H 5.836653 0.425911 2.049389 -0.315 -0.413 0.016
H 3.378221 0.439300 2.170140 -0.175 0.157 0.149
Se 1.248334 -1.853738 -4.066685 0.659 2.605 -0.749
N 1.209831 -0.210676 -3.151952 -0.999 -0.120 -1.310
C 1.199892 0.798618 -4.066990 0.198 -2.615 -1.182
C 0.665010 2.098805 -3.982118 0.041 1.420 -0.774
C 0.743970 2.912857 -5.101840 -0.234 -0.090 1.455
C 1.263043 2.513826 -6.354490 0.503 0.696 -0.454
C 1.606419 1.223758 -6.574015 0.564 -0.594 -0.331
C 1.533532 0.331480 -5.450706 -1.274 -2.142 0.439
N 1.493881 -1.015869 -5.661553 0.402 1.393 1.257
H 0.116637 2.483081 -3.138707 0.263 -0.277 0.457
H 0.382704 3.940503 -5.009049 -0.025 -0.384 -0.023
H 1.387429 3.332404 -7.078708 -0.185 -0.790 -0.042
H 1.940293 0.786618 -7.540562 -0.344 0.580 0.811
O -1.743784 2.041447 -1.381033 0.273 -0.144 -1.359
S -2.622879 1.991347 -0.205826 0.780 -0.195 1.101
C -4.319827 1.774578 -0.687570 -1.348 -0.101 -0.404
C -4.761411 2.028978 -1.987579 0.588 0.113 0.459
C -6.039461 1.603369 -2.359194 0.277 0.658 -0.615
C -6.838024 0.928304 -1.463474 -0.498 -0.733 -0.347
C -6.350137 0.571624 -0.199441 -1.316 0.049 -0.542
C -5.160503 1.082220 0.221958 1.647 0.461 -0.356
C -2.558278 3.650673 0.433897 -0.544 0.178 0.120
C -2.879825 3.757255 1.767447 -0.031 0.617 1.199
C -2.834278 5.015494 2.393396 -0.206 -0.288 0.133
C -2.565311 6.125731 1.616402 -0.213 0.771 0.034
C -2.233362 6.004212 0.267787 0.786 0.686 -0.761
C -2.161150 4.758957 -0.325662 -0.267 -0.781 0.516
H -4.078434 2.561592 -2.665013 -0.408 -0.432 0.155
H -6.389671 1.797780 -3.381568 0.084 -0.018 0.529
H -7.846340 0.619337 -1.796834 0.723 0.014 0.341
H -6.943372 -0.126600 0.385290 0.101 0.415 0.304
H -4.792761 0.946189 1.227196 0.051 -0.407 0.131
H -3.138848 2.883560 2.375786 0.165 0.189 -0.392
H -3.003572 5.139086 3.478635 -0.042 -0.221 -0.792
H -2.649127 7.127800 2.048857 0.256 -0.383 -0.059
H -1.916712 6.889514 -0.339761 -0.483 -0.771 0.763
H -1.775222 4.574987 -1.315743 -0.129 0.160 -0.232
I -2.829143 -0.614697 -3.885917 -0.325 -0.213 0.339
C -3.284417 -1.609184 -2.067843 0.279 -0.404 0.844
C -4.396786 -2.455967 -1.898295 0.200 1.040 -1.390
C -4.499560 -3.211400 -0.766890 -0.293 -0.758 0.728
C -3.520148 -3.113337 0.209536 0.663 0.750 -0.407
C -2.456762 -2.216960 -0.011762 -0.737 -0.308 0.131
N -2.350587 -1.469387 -1.129091 -0.155 -0.560 -0.030
H -5.172914 -2.516490 -2.651069 0.181 0.044 -0.128
H -5.336913 -3.919976 -0.673598 0.407 0.457 0.082
H -3.562565 -3.693421 1.113048 0.087 -0.132 0.188
H -1.672679 -2.127772 0.745846 -0.063 0.202 -0.309
```
Positions in Å, forces in eV/Å.